1.
The following is a DFT calculation (ωB97M-V/def2-TZVPD) of a molecular structure, C31H44IrN4P2 in a non-equilibrium geometry.

Geometry as XYZ:
```
82
Properties=species:S:1:pos:R:3:forces:R:3
Ir -0.08123 -0.40591 2.58353 -0.7 0.0 2.2
C -0.92325 1.89145 3.55161 -0.8 -0.1 0.5
C -1.45979 1.27625 2.41011 -0.5 0.1 -0.3
C -1.26853 1.86139 1.03035 -0.1 0.2 -0.1
C -0.07521 1.29064 0.27238 0.5 -0.2 -1.4
C 0.98767 0.56538 1.05887 1.1 0.4 -1.2
C 1.59304 1.09360 2.20998 -0.1 -0.9 -1.0
C 1.39761 2.51564 2.61595 -0.4 0.9 1.0
C 0.24402 2.77386 3.63070 1.4 0.7 0.0
C 1.25496 -1.77414 3.09244 1.8 -0.7 0.7
H -1.53532 1.88067 4.45286 0.3 -0.1 -0.3
H -2.40880 0.73517 2.54891 0.3 0.6 0.1
H -1.19241 2.95862 1.02828 -0.1 -0.2 0.3
H -2.17969 1.61786 0.46282 0.2 0.0 0.2
H -0.47403 0.48020 -0.38903 0.4 0.6 0.4
H 0.32385 2.06649 -0.40891 0.1 -0.1 0.1
H 1.57174 -0.23027 0.55059 -0.8 0.9 0.6
H 2.51071 0.59698 2.54041 -0.3 0.2 0.0
H 1.24494 3.17774 1.74699 0.1 -0.4 0.1
H 2.31435 2.85921 3.12189 -0.2 0.0 -0.4
H 0.67831 2.69091 4.64792 -0.3 0.2 -0.5
H -0.03109 3.83424 3.48787 -0.1 -0.1 0.3
H 1.68044 -1.60923 4.09811 -0.1 -0.3 -0.4
H 2.08676 -1.77228 2.37590 0.0 -0.3 0.1
H 0.66727 -2.72091 3.08664 0.5 0.5 -0.1
P 1.80703 -0.97729 -1.50682 1.1 -2.1 -2.1
P -2.03347 -0.16736 -1.61432 0.1 2.3 -1.4
N 3.27400 -0.05580 -2.04717 0.5 0.8 0.0
N 2.20575 -2.40129 -2.49158 -0.3 0.6 -0.3
N -2.04076 1.37844 -2.54459 0.3 -0.1 0.2
N -3.48876 -0.71439 -2.44289 -1.3 -1.5 -1.0
C 0.63498 -0.19702 -2.68612 -0.4 0.5 -0.3
C -0.71566 -0.96749 -2.66455 -0.2 -0.8 -0.1
C 4.51424 -0.05162 -1.39744 -2.1 -0.4 -0.4
C 5.35303 0.86870 -2.02605 -0.5 1.5 -2.3
C 4.62982 1.41799 -3.12606 1.9 -0.3 1.5
C 3.36910 0.82329 -3.12568 -0.5 -1.1 1.4
C 2.46256 -3.70382 -2.04534 0.6 -0.1 -0.8
C 3.03599 -4.42333 -3.08585 -0.5 1.1 0.5
C 3.12256 -3.54653 -4.22076 -0.5 0.9 0.8
C 2.60010 -2.32298 -3.83916 0.2 -1.1 0.4
C -2.12116 2.67189 -2.02797 -0.3 0.2 -0.6
C -2.13909 3.58675 -3.06797 0.0 -0.6 0.5
C -2.05653 2.85122 -4.28766 0.1 -0.9 0.7
C -1.97305 1.50706 -3.94546 -0.1 0.4 0.0
C -4.33983 -0.10413 -3.37502 1.3 -0.4 1.1
C -5.25394 -1.03839 -3.86202 0.0 -2.8 1.1
C -4.99718 -2.27160 -3.15637 -1.4 1.8 -2.0
C -3.91528 -2.04270 -2.31148 0.5 2.0 0.0
H 1.02970 -0.18866 -3.71523 -0.3 -0.3 0.4
H 0.49841 0.86670 -2.42116 0.0 -0.4 0.0
H -1.10394 -1.11297 -3.69285 0.3 0.1 0.6
H -0.57004 -1.98738 -2.23791 -0.1 0.5 -0.3
H 4.68002 -0.70476 -0.54419 0.0 0.2 -0.2
H 6.35353 1.13179 -1.73768 0.1 -0.1 0.1
H 4.95173 2.17460 -3.83254 0.1 -0.2 0.2
H 2.53083 0.97469 -3.79367 0.3 0.1 0.1
H 2.21763 -3.98413 -1.03153 0.1 0.0 -0.1
H 3.38744 -5.44034 -3.05132 -0.1 0.0 0.1
H 3.53584 -3.75771 -5.19411 -0.1 -0.1 0.0
H 2.48010 -1.40168 -4.38549 0.1 -0.2 -0.1
H -2.19795 2.82240 -0.96504 0.0 0.1 -0.2
H -2.21266 4.66389 -2.95253 0.0 -0.3 0.0
H -2.07084 3.25489 -5.29054 0.0 -0.1 0.1
H -1.94641 0.62375 -4.57765 0.1 0.3 0.1
H -4.23337 0.93558 -3.63165 0.0 0.1 0.1
H -5.98840 -0.83941 -4.63190 0.0 -0.1 0.2
H -5.55174 -3.19609 -3.26177 0.2 0.1 0.0
H -3.43342 -2.68232 -1.59515 0.1 -0.3 0.1
C -1.58505 -1.22849 6.67961 0.2 -0.3 -0.1
C -1.02199 -0.47415 5.47381 -0.5 -0.1 -0.4
C 0.41210 -0.04087 5.70417 0.3 0.3 0.3
C -1.21203 -1.20653 4.10489 -2.0 -0.4 0.3
H -1.05557 -2.17408 6.85353 -0.1 0.1 -0.1
H -2.64528 -1.44993 6.53997 0.1 0.0 0.0
H -1.49135 -0.62663 7.59182 0.0 0.0 -0.2
H -1.66450 0.40442 5.38310 0.3 -0.1 0.2
H 1.01987 -0.90127 6.01379 0.0 0.2 0.0
H 0.85127 0.38059 4.78504 0.0 -0.1 0.4
H 0.47107 0.74262 6.47619 0.1 -0.3 -0.1
H -1.02339 -2.28772 4.19791 -0.1 0.2 0.0
H -2.27232 -1.06396 3.83121 0.1 -0.5 0.3
```
Forces are in eV/Å.

- HOMO-LUMO gap (alpha / beta): 0.151 / 0.129 Ha
- Multiplicity: 6
- Charge: +2


2.
The following is a DFT calculation (ωB97M-V/def2-TZVPD) of a molecular structure, C31H44N4P2Pt in a non-equilibrium geometry.

Geometry as XYZ:
```
82
Properties=species:S:1:pos:R:3:forces:R:3
Pt -0.40597 -0.12229 1.39078 0.4 0.6 2.8
C -0.10643 -2.00069 -3.67957 0.7 -0.2 -0.5
C 0.90301 -1.15353 -3.44770 -0.2 -0.8 -0.7
C 1.21291 0.01720 -4.34033 0.2 0.4 0.1
C 0.03778 0.98055 -4.68100 -0.1 0.4 -0.7
C -1.01963 1.12299 -3.61126 -0.5 0.4 -0.5
C -1.88443 0.16246 -3.26389 -0.3 0.8 -0.6
C -2.29014 -0.93285 -4.20607 -0.1 -1.2 0.3
C -1.11873 -1.76482 -4.76136 -0.1 -0.3 -0.4
C -1.89968 0.54569 2.72037 0.1 -0.6 -0.3
H -0.17365 -2.97467 -3.19410 0.0 0.5 0.2
H 1.67325 -1.40878 -2.72252 -0.3 -0.1 -0.2
H 1.63081 -0.37301 -5.28629 -0.2 0.2 0.3
H 2.02954 0.60426 -3.88540 -0.3 -0.1 -0.2
H 0.48275 1.96477 -4.88723 -0.2 -0.2 0.0
H -0.42083 0.66724 -5.63103 0.1 0.1 0.3
H -1.16585 2.15406 -3.24539 0.4 -0.6 0.5
H -2.44536 0.23361 -2.32962 -0.3 0.3 -0.4
H -2.88712 -0.54409 -5.04799 0.2 0.1 0.4
H -2.95523 -1.62541 -3.67058 0.1 0.2 -0.1
H -1.50245 -2.73301 -5.11531 0.1 0.3 0.1
H -0.68166 -1.27399 -5.64508 0.0 -0.3 0.4
H -2.35516 -0.36193 3.11741 -0.3 0.3 0.1
H -2.66455 1.20676 2.31102 -0.1 0.0 0.2
H -1.36063 1.05980 3.51637 -0.2 0.0 0.1
P -0.63736 1.76875 0.22639 1.5 -0.2 1.9
P 1.38417 -0.80542 0.23463 -1.2 0.4 1.6
N -2.28651 2.05317 -0.29884 -1.8 0.2 -1.1
N -0.30520 3.24594 1.04008 -0.3 -2.9 -1.6
N 0.89714 -2.35042 -0.36235 0.7 -0.4 -0.7
N 2.92300 -1.14021 1.01401 -0.1 0.3 0.1
C 0.60862 1.63221 -1.07489 0.3 0.4 -0.7
C 1.74618 0.58361 -0.89864 0.4 0.0 -0.8
C -3.33651 1.14914 -0.04298 1.7 0.9 0.1
C -4.50016 1.60912 -0.63789 -0.3 2.0 -1.4
C -4.17070 2.82611 -1.30851 -1.5 -1.9 0.6
C -2.82226 3.08939 -1.07092 0.9 -1.3 1.1
C -1.01006 3.68882 2.17850 -1.0 -2.0 -0.2
C -0.62637 4.99137 2.46540 3.1 3.8 -1.7
C 0.34439 5.37815 1.48059 -2.7 1.1 4.0
C 0.52052 4.29530 0.62773 0.6 -1.1 -1.6
C -0.35977 -2.94775 -0.12057 1.0 0.5 -0.4
C -0.41620 -4.13528 -0.83714 1.1 -0.3 -0.4
C 0.86647 -4.33085 -1.43943 -1.4 0.0 0.5
C 1.63224 -3.21105 -1.16829 -0.3 0.3 0.8
C 4.04695 -1.90403 0.66943 -0.6 0.2 0.2
C 4.98581 -1.81298 1.69027 -0.8 0.7 0.7
C 4.43761 -0.95572 2.69099 0.2 -0.4 -0.8
C 3.19625 -0.54008 2.24937 0.0 -0.5 -0.7
H 1.03666 2.62019 -1.26152 0.2 -0.3 -0.3
H 0.05422 1.35846 -1.98265 0.2 0.1 0.4
H 1.96348 0.16915 -1.88624 0.2 0.5 0.2
H 2.67422 1.05200 -0.52841 -0.4 -0.2 0.0
H -3.17311 0.28902 0.58699 0.2 -0.1 -0.1
H -5.46407 1.12058 -0.57646 0.1 0.1 -0.1
H -4.85142 3.41859 -1.89933 0.1 0.1 0.1
H -2.22244 3.94114 -1.34695 0.1 0.0 -0.1
H -1.69631 3.03776 2.68527 0.0 0.0 0.1
H -1.00310 5.60026 3.28015 0.2 -0.1 -0.2
H 0.84313 6.33105 1.39228 0.0 -0.1 0.1
H 1.17711 4.16797 -0.21426 0.1 0.2 0.1
H -1.05926 -2.49895 0.58127 0.2 0.0 -0.4
H -1.29022 -4.77180 -0.93849 0.3 0.0 0.2
H 1.19397 -5.17997 -2.00566 0.0 -0.2 -0.2
H 2.63442 -2.96412 -1.48763 -0.2 -0.1 0.0
H 4.08418 -2.44040 -0.26035 0.2 0.0 0.0
H 5.95371 -2.28312 1.73047 0.0 -0.1 -0.1
H 4.87659 -0.67109 3.63283 0.1 0.0 -0.1
H 2.47563 0.12883 2.68563 -0.1 0.0 0.1
C 0.17693 -2.43977 5.34025 -0.2 -0.1 0.1
C -0.08952 -1.19461 4.48219 0.0 -0.1 -0.3
C 0.80212 -0.05309 4.96888 -0.1 0.0 0.2
C 0.05954 -1.54935 2.98195 -0.2 0.0 -0.3
H 1.21516 -2.79314 5.27326 -0.2 0.1 -0.1
H -0.48686 -3.26081 5.05254 0.1 0.0 0.0
H -0.02435 -2.22825 6.39809 0.1 0.0 -0.2
H -1.13887 -0.91180 4.65775 0.3 0.0 0.1
H 1.86844 -0.26782 4.81123 -0.2 0.0 0.0
H 0.56078 0.89872 4.48626 0.1 0.0 -0.1
H 0.65005 0.08089 6.05278 0.1 0.0 -0.4
H -0.62132 -2.39314 2.79321 0.1 0.0 0.0
H 1.06969 -1.94096 2.80349 -0.1 0.0 0.2
```
Forces are in eV/Å.

- HOMO-LUMO gap (alpha / beta): 0.162 / 0.119 Ha
- Multiplicity: 5
- Charge: +2


3.
The following is a DFT calculation (ωB97M-V/def2-TZVPD) of a molecular structure, C31H44N6O2S3Y.

Geometry as XYZ:
```
87
Properties=species:S:1:pos:R:3:forces:R:3
Y 0.70012 -0.18073 1.11061 -0.2 0.4 0.0
C 2.89654 2.25429 1.64234 0.0 0.0 0.0
C 3.71670 1.32557 0.76865 0.0 0.0 0.0
N 2.83456 0.47872 -0.06958 0.0 0.0 0.0
C 3.52468 -0.75480 -0.49986 0.0 0.0 0.0
C 3.60849 -1.71368 0.66193 0.0 0.0 0.0
C 4.68267 -2.56167 0.85307 0.0 0.0 0.0
C 4.69497 -3.38012 1.97367 0.0 0.0 0.0
C 3.64995 -3.30520 2.88335 0.0 0.0 0.0
C 2.60596 -2.43727 2.62487 0.0 0.0 0.0
C 1.42458 -2.30456 3.55342 0.0 0.0 0.0
N 0.86451 -0.93523 3.54703 0.0 0.0 0.0
C 1.58533 0.02499 4.42010 0.0 0.0 0.0
C 2.61916 0.82322 3.64582 0.0 0.0 0.0
N 1.96371 1.48107 2.49343 0.0 0.0 0.0
N 2.57579 -1.67460 1.52042 0.0 -0.1 0.0
H 3.56343 2.87727 2.24440 0.0 0.0 0.0
H 2.29752 2.92044 1.01713 0.0 0.0 0.0
H 4.40645 1.90848 0.15424 0.0 0.0 0.0
H 4.32954 0.67009 1.38852 0.0 0.0 0.0
H 2.57664 1.00380 -0.90334 0.0 0.0 0.0
H 2.94857 -1.21185 -1.30753 0.0 0.0 0.0
H 4.52729 -0.54708 -0.88178 0.0 0.0 0.0
H 5.50404 -2.56907 0.14946 0.0 0.0 0.0
H 5.52594 -4.04984 2.15182 0.0 0.0 0.0
H 3.65249 -3.90312 3.78472 0.0 0.0 0.0
H 0.63913 -2.98652 3.21649 0.0 0.0 0.0
H 1.70773 -2.61438 4.56186 0.0 0.0 0.0
H -0.08426 -1.01773 3.89509 0.0 0.0 0.0
H 0.84509 0.70779 4.84309 0.0 0.0 0.0
H 2.06394 -0.48420 5.25979 0.0 0.0 0.0
H 3.08757 1.55648 4.30771 0.0 0.0 0.0
H 3.40497 0.16581 3.27659 0.0 0.0 0.0
H 1.29050 2.14325 2.87406 0.0 0.0 0.0
O -1.12469 -1.38604 1.49609 0.2 -0.1 0.0
S -2.43263 -2.13978 1.79671 -0.2 0.0 0.0
C -3.65602 -0.81944 1.77150 0.1 0.0 -0.1
C -3.57420 0.05877 0.52474 0.0 0.0 0.0
C -3.97319 1.50546 0.81660 -0.1 0.0 -0.1
C -2.98385 2.32211 1.63291 0.1 0.0 0.1
S -1.43660 2.90999 0.89589 0.2 0.0 -0.1
O -0.50511 1.69045 0.70283 -0.2 -0.1 0.1
C -1.94350 3.37431 -0.73167 0.0 0.0 0.0
C -2.15482 4.72812 -0.96028 0.0 0.0 0.0
C -2.60965 5.13336 -2.20845 0.0 0.0 0.0
C -2.83279 4.19266 -3.20308 0.0 0.0 0.0
C -2.59928 2.83977 -2.96547 0.0 0.0 0.0
C -2.15349 2.41800 -1.72385 0.0 0.0 0.0
C -2.81701 -3.03905 0.30953 0.1 0.0 0.0
C -4.13148 -3.27987 -0.07043 0.0 0.0 0.0
C -4.37191 -4.09287 -1.16764 0.0 0.0 0.0
C -3.31406 -4.66268 -1.86196 0.0 0.0 0.0
C -2.00581 -4.42936 -1.45999 0.0 0.0 0.0
C -1.75032 -3.62193 -0.36346 0.0 0.0 0.0
H -3.43734 -0.27069 2.69050 0.0 0.0 0.0
H -4.63260 -1.28328 1.91240 0.0 0.0 0.0
H -4.23788 -0.34177 -0.24066 0.0 0.0 0.0
H -2.56299 0.02153 0.11316 0.0 0.0 0.0
H -4.91581 1.52469 1.37058 0.0 0.0 0.0
H -4.17985 2.01917 -0.12283 0.0 0.0 0.0
H -2.64325 1.82408 2.54589 0.0 0.0 0.0
H -3.43972 3.26557 1.94899 0.0 0.0 0.0
H -1.97382 5.45622 -0.17874 0.0 0.0 0.0
H -2.78838 6.18230 -2.40060 0.0 0.0 0.0
H -3.19431 4.51174 -4.17164 0.0 0.0 0.0
H -2.78766 2.11223 -3.74470 0.0 0.0 0.0
H -1.97489 1.36648 -1.52604 0.0 0.0 0.0
H -4.96818 -2.86401 0.47483 0.0 0.0 0.0
H -5.39081 -4.28732 -1.47316 0.0 0.0 0.0
H -3.51095 -5.30292 -2.71110 0.0 0.0 0.0
H -1.18331 -4.88966 -1.99043 0.0 0.0 0.0
H -0.73225 -3.45427 -0.03632 0.0 0.0 0.0
C 0.94937 -1.25358 -4.59534 0.0 0.0 0.0
N 0.93013 0.03577 -3.92414 0.0 0.0 0.0
C 1.45769 1.23765 -4.58501 0.0 0.0 0.0
C 1.07300 2.34367 -3.60123 0.0 0.0 0.0
N 0.88962 1.57747 -2.35283 0.0 0.0 0.0
C 0.64465 0.26843 -2.65917 0.1 0.1 0.0
S 0.04741 -0.88919 -1.55301 0.0 -0.1 0.0
H 0.33511 -1.20283 -5.49297 0.0 0.0 0.0
H 0.55640 -2.01483 -3.92891 0.0 0.0 0.0
H 1.97087 -1.50608 -4.88195 0.0 0.0 0.0
H 1.01221 1.36090 -5.56957 0.0 0.0 0.0
H 2.53935 1.13955 -4.70191 0.0 0.0 0.0
H 0.13654 2.82855 -3.88210 0.0 0.0 0.0
H 1.84639 3.09887 -3.49362 0.0 0.0 0.0
H 0.30138 1.97397 -1.63051 0.1 0.0 0.0
```
Forces are in eV/Å.

- HOMO-LUMO gap: 0.333 Ha
- Multiplicity: 1
- Charge: +3


4.
The following is a DFT calculation (ωB97M-V/def2-TZVPD) of a molecular structure, C31H45AsBN8O6S3W in a non-equilibrium geometry.

Geometry as XYZ:
```
96
Properties=species:S:1:pos:R:3:forces:R:3
W -1.08580 -0.24573 0.88124 -0.2 0.1 -0.7
C -0.55799 2.24958 -4.66802 0.1 0.0 0.0
C 0.13145 0.08528 -3.51414 0.0 0.0 0.1
C -2.16982 -0.44585 -2.82813 0.1 0.0 0.0
C 1.44192 0.21857 -2.83564 0.0 0.0 0.1
C 2.82389 0.17224 -3.03993 0.0 0.0 -0.1
C 3.31866 -0.39383 -1.89028 0.0 0.0 0.0
N 2.30703 -0.70109 -1.04363 0.0 0.1 0.0
N 1.18224 -0.28366 -1.62159 0.0 -0.1 -0.1
B 2.50552 -1.47688 0.28547 0.0 0.1 0.0
N 1.41728 -2.46457 0.64684 0.0 0.0 0.2
C 1.78638 -3.73687 0.94941 0.0 0.1 0.0
C 0.81500 -4.32268 1.69823 -0.1 0.0 0.1
C -0.17379 -3.32989 1.86454 0.1 0.0 0.1
N 0.17395 -2.22636 1.20343 0.0 0.0 -0.2
C -1.32626 -3.45422 2.82158 0.0 -0.1 0.0
C -2.06140 -4.78058 2.65044 0.0 0.0 0.0
C -0.78225 -3.29923 4.24598 0.0 0.0 0.0
N 2.80596 -0.42292 1.42798 0.1 0.2 -1.1
C 3.70522 0.80657 1.30817 -0.1 -0.2 0.0
C 3.62846 1.28427 2.71574 0.1 0.1 0.1
C 2.89720 0.43310 3.42845 0.1 -0.2 0.2
N 2.45611 -0.63169 2.58053 -0.2 -0.2 1.1
C 2.50734 0.40900 4.86855 0.0 0.0 0.0
C 2.99988 -0.87702 5.53572 0.0 0.0 0.0
C 0.99502 0.58495 5.02698 0.0 0.0 0.0
H -1.01143 0.31906 -5.13968 0.0 0.0 0.0
H 0.34315 2.77513 -4.36392 0.0 0.0 0.0
H -1.28623 2.30690 -3.86520 0.0 0.0 0.0
H 0.08307 -0.97144 -3.82259 0.0 0.0 0.0
H -2.90557 -0.52795 -2.04001 0.0 0.0 0.0
H -1.97301 -1.44735 -3.22124 0.0 0.0 0.0
H -2.59906 0.17985 -3.62300 0.0 0.0 0.0
H 3.39423 0.50637 -3.88789 0.0 0.0 0.0
H 4.33358 -0.60347 -1.60020 0.0 0.0 0.0
H 3.53971 -2.06413 0.12401 0.0 0.0 0.0
H 2.73826 -4.11446 0.61635 0.0 0.0 0.0
H 0.80951 -5.31989 2.10206 0.0 0.0 0.0
H -2.02891 -2.64871 2.64156 0.0 0.1 0.0
H -1.41665 -5.63097 2.88354 0.0 0.0 0.0
H -2.43077 -4.89414 1.63073 0.0 0.0 0.0
H -2.91398 -4.82125 3.32975 0.0 0.0 0.0
H -0.07822 -4.09901 4.48780 0.0 0.0 0.0
H -1.60200 -3.33843 4.96500 0.0 0.0 0.0
H -0.26762 -2.34470 4.36445 0.0 0.0 0.0
H 4.69557 0.39530 1.07929 0.0 -0.1 0.1
H 4.10551 2.19034 3.05284 0.0 0.0 0.0
H 3.00367 1.26493 5.33196 0.0 0.0 0.0
H 2.56047 -1.75116 5.05050 0.0 0.0 0.0
H 2.70055 -0.89007 6.58382 0.0 0.0 0.0
H 4.08633 -0.96527 5.49003 0.0 0.0 0.0
H 0.45881 -0.26566 4.60736 0.0 0.0 0.0
H 0.64270 1.47817 4.51216 0.0 0.0 0.0
H 0.75165 0.66629 6.08673 0.0 0.0 0.0
C -5.37208 -0.21004 2.58741 0.0 0.0 0.0
C -4.09285 -0.63728 1.91641 0.0 0.0 0.0
S -2.61571 0.00032 2.57021 -0.2 0.0 0.0
C -4.07662 -1.54503 0.90967 0.0 0.0 0.0
C -5.36388 -2.16035 0.42742 0.0 0.0 0.0
S -2.60477 -2.13395 0.21047 0.1 0.1 0.1
H -5.18210 0.52775 3.36493 0.0 0.0 0.0
H -5.88452 -1.05939 3.04555 0.0 0.0 0.0
H -6.06117 0.23774 1.86779 0.0 0.0 0.0
H -5.89229 -2.65836 1.24385 0.0 0.0 0.0
H -5.18044 -2.89110 -0.35736 0.0 0.0 0.0
H -6.03269 -1.39275 0.03079 0.0 0.0 0.0
O -2.53868 2.81018 -1.86741 -0.1 0.0 0.0
As -1.23438 1.83513 -1.17768 0.0 -0.1 -0.2
O -0.52946 1.75073 0.39598 0.2 -0.1 -0.1
O -2.36764 0.65522 -0.37671 -0.1 0.1 0.1
C 0.19033 3.17911 -1.57983 0.0 0.1 -0.1
C -0.00775 4.25561 -2.44031 -0.1 0.0 -0.1
C 1.02268 5.12652 -2.76826 0.0 0.0 0.0
C 2.28902 4.93037 -2.23510 -0.1 0.0 0.0
C 2.48664 3.92215 -1.30398 0.1 0.0 0.0
C 1.44461 3.07018 -0.96098 0.1 0.0 0.1
S 1.68644 2.18703 0.63135 0.0 -0.1 -0.2
O 3.37480 1.68477 0.31037 0.0 0.3 -0.4
O 1.81063 3.31699 1.53840 -0.1 0.0 0.2
O 0.10669 0.18703 2.03126 0.3 -0.2 0.9
H -3.36372 2.42324 -1.53859 0.0 0.0 0.0
H -0.99731 4.42020 -2.85062 0.0 0.0 0.0
H 0.83383 5.96405 -3.42814 0.0 0.0 0.0
H 3.10289 5.59504 -2.49293 0.0 0.0 0.0
H 3.44107 3.82955 -0.80136 0.0 0.0 0.0
C 0.91211 0.58496 -5.78296 0.0 0.0 0.0
N -0.18088 0.80307 -4.78990 0.0 0.0 0.0
C -1.15259 2.79790 -5.94799 0.0 0.0 0.0
C -0.86112 0.16876 -2.34058 0.0 0.1 0.0
N -0.13631 -0.60427 -1.29233 0.0 0.0 0.0
H 0.57500 0.90562 -6.76231 0.0 0.0 0.0
H 1.16448 -0.47238 -5.80367 0.0 0.0 0.0
H 1.77045 1.17418 -5.47270 0.0 0.0 0.0
H -0.44094 2.84525 -6.77030 0.0 0.0 0.0
H -1.48763 3.81535 -5.75027 0.0 0.0 0.0
H -2.02859 2.22613 -6.26374 0.0 0.0 0.0
```
Forces are in eV/Å.

- HOMO-LUMO gap: 0.229 Ha
- Multiplicity: 1
- Charge: +1


Energy relative to the best compared isomer or geometry (same formula, charge and spin) values (in kJ/mol) by entry order: 119.9 61.4 3.9 296.0.